ORCA calculation (ωB97M-V/def2-TZVPD) on a 9-piece molecular cluster, C42H62F8N2O29PS overall.

Output
Maximum force (eV Å⁻¹): 1.95
DFT total energy (eV): -148785.3238
M (g mol⁻¹): 1273.97
Net charge: -1

Each line ends with the Mulliken charge.
Element x y z (Å)
C 3.874882 -2.532735 -0.602154  -1.3137
C 3.316583 -1.116285 -0.862071  0.0805
S 2.257617 -1.108068 -2.336678  -0.3666
C 0.711287 -0.273212 -1.895742  -0.1258
N -0.378863 -1.100686 -1.397748  0.5135
C 0.100783 -2.254401 -0.630561  -1.5333
C -0.913648 -2.989634 0.228515  0.6228
C -0.205890 -4.166457 0.943409  -0.2960
C -0.994114 -4.522714 2.228539  -0.9231
C -1.010746 -6.013967 2.592118  -1.1388
C -1.491211 -6.930354 1.459697  -0.8140
C -2.813392 -6.499004 0.806821  0.7024
C -2.998548 -7.138340 -0.585450  -0.9051
O -2.758828 -6.173272 -1.602756  -0.3790
C -1.554325 -6.362541 -2.315183  -0.3941
C -1.510384 -0.321884 -0.845303  1.4408
C -2.873153 -1.051787 -1.157199  -2.3866
C -3.779627 -1.528051 -0.008638  1.9983
C -4.452547 -2.853353 -0.422900  -1.8026
C -4.897289 -0.516835 0.341455  -1.7405
C -1.274152 0.136343 0.640628  -0.2613
O -2.245175 0.610047 1.259793  -0.7735
O -0.091951 0.023870 1.036522  -0.6669
P -1.761036 1.318551 -1.717746  0.9545
N -3.056118 2.069230 -1.328657  -1.1298
O -1.735510 1.057415 -3.341488  -0.4402
O -0.520037 2.297561 -1.444887  -0.1972
H 3.900900 -2.763891 0.462641  0.2999
H 4.874430 -2.631433 -1.023905  0.3709
H 3.235398 -3.274731 -1.080596  0.2970
H 4.153153 -0.443441 -1.043268  0.5282
H 2.757058 -0.755501 -0.000480  0.0562
H 0.991160 0.453021 -1.124967  0.2767
H 0.453985 0.206407 -2.837827  -0.3402
H 0.502499 -2.991790 -1.329816  0.6162
H 0.895159 -1.931268 0.051029  0.4331
H -1.333230 -2.363942 1.010134  0.0398
H -1.680227 -3.427566 -0.413554  -0.5188
H 0.770058 -3.788048 1.259863  0.4810
H -0.112998 -5.028008 0.285931  0.2682
H -2.029869 -4.213724 2.054710  0.2370
H -0.643469 -3.911429 3.056319  0.4647
H -1.693396 -6.138235 3.438260  0.3832
H -0.006738 -6.302224 2.915649  0.3305
H -0.723721 -6.985100 0.684700  0.3044
H -1.633815 -7.932379 1.872472  0.4751
H -3.639105 -6.787255 1.462185  0.4316
H -2.853706 -5.425623 0.640461  -0.5961
H -2.310029 -7.982249 -0.690111  0.3981
H -4.024125 -7.496431 -0.701252  0.4004
H -1.315117 -5.428150 -2.824627  0.2628
H -1.665627 -7.140265 -3.076784  0.1380
H -0.710931 -6.618606 -1.667432  0.2285
H -2.593244 -1.925479 -1.750079  0.2547
H -3.510274 -0.449381 -1.809794  1.1654
H -3.237417 -1.710716 0.915294  -0.0556
H -5.196683 -3.110822 0.335892  0.4987
H -3.752474 -3.687370 -0.465197  0.1399
H -4.979257 -2.747961 -1.374422  0.3040
H -4.645950 0.067089 1.223763  0.2766
H -5.843174 -1.027943 0.542384  0.4621
H -5.094952 0.159025 -0.493894  0.3033
H -3.574537 1.609367 -0.590877  0.2607
H -1.871266 0.102797 -3.449939  0.4351
H 0.088304 2.373281 -2.197241  0.1705
C -2.700917 -10.407227 -6.445391  -0.4170
C -2.683973 -8.910170 -6.228653  0.2670
O -2.056971 -8.794048 -4.966611  -0.2286
C -1.236342 -9.874767 -4.811122  0.6193
O -0.387341 -9.967549 -3.994510  -0.4701
O -1.532192 -10.823343 -5.736980  -0.3589
F -3.933599 -8.393617 -6.159914  -0.2739
H -3.585321 -10.857457 -5.992210  0.2735
H -2.638264 -10.695714 -7.491135  0.2716
H -2.109161 -8.349617 -6.967947  0.2696
C -0.001395 4.126582 0.876945  0.1327
C 0.128217 5.613001 1.086640  0.5733
O 0.758162 5.695269 2.365148  -0.3846
C 1.486729 4.547443 2.516156  0.6553
O 2.334691 4.418202 3.343254  -0.6151
O 1.139629 3.628831 1.610728  -0.1391
F -1.066934 6.244880 1.148198  -0.3125
H -0.917855 3.728025 1.315759  0.2436
H 0.047816 3.823928 -0.160112  -0.1377
H 0.757972 6.119607 0.352620  0.0134
C -0.549134 1.550358 -6.634125  -0.3031
C 0.586047 0.725570 -6.075110  0.8246
O 1.573235 0.840876 -7.086287  -0.3773
C 1.371576 2.027664 -7.723370  0.5599
O 2.150163 2.544416 -8.452332  -0.5217
O 0.155024 2.530444 -7.407661  -0.3507
F 0.239757 -0.576731 -5.933905  -0.3126
H -1.182450 0.953722 -7.292839  0.2837
H -1.159485 2.019323 -5.867074  0.1857
H 0.988120 1.094766 -5.130072  0.0020
C 2.834797 6.486869 -2.507101  -0.4051
C 2.637031 6.690246 -3.993096  0.2495
O 2.336655 5.378819 -4.439643  -0.3677
C 1.769041 4.711515 -3.407039  0.5031
O 1.178766 3.686866 -3.508870  -0.4413
O 1.955909 5.382941 -2.245045  -0.0613
F 3.760807 7.125179 -4.604595  -0.3002
H 3.860263 6.198098 -2.276613  0.1758
H 2.553022 7.350725 -1.910512  0.3108
H 1.811760 7.353483 -4.258191  0.3055
C -1.354015 6.229414 4.703570  0.3747
C -1.261422 7.618960 5.292782  0.3612
O -2.045553 7.506724 6.467793  -0.3541
C -2.003635 6.202612 6.867986  0.5962
O -2.342999 5.817256 7.936083  -0.5264
O -1.509280 5.423805 5.880700  -0.3213
F -1.806690 8.559857 4.482770  -0.2939
H -2.237403 6.124696 4.071331  0.2229
H -0.467923 5.941532 4.144063  -0.3370
H -0.251535 7.932633 5.564507  0.2981
C 4.250741 7.065309 4.909219  -0.0363
C 5.056766 8.106585 4.166556  0.2760
O 4.072252 9.062312 3.819822  -0.3187
C 3.074506 8.985804 4.749581  0.7040
O 2.223639 9.795944 4.893836  -0.5053
O 3.204894 7.857551 5.484047  -0.3172
F 5.617165 7.613355 3.034870  -0.2574
H 3.815456 6.332990 4.225952  0.0286
H 4.811771 6.549842 5.683630  0.2439
H 5.834180 8.591499 4.759874  0.2199
C 3.789098 3.403148 -0.020891  0.7199
C 4.879238 2.530721 0.560189  0.3548
O 5.813815 2.459063 -0.509431  -0.3232
C 5.679443 3.587095 -1.253760  0.5678
O 6.456280 3.966769 -2.064059  -0.5506
O 4.532945 4.233616 -0.927259  -0.1669
F 4.448652 1.288534 0.855906  -0.1586
H 3.058055 2.814668 -0.577751  -0.2845
H 3.282312 4.002752 0.721103  -0.5058
H 5.374298 2.951614 1.437246  0.1919
C -0.109822 -1.891664 7.249348  -0.4238
C -0.245391 -1.757551 5.748568  0.2904
O -0.327733 -3.112780 5.335313  -0.2273
C -0.857523 -3.829615 6.363378  0.5864
O -1.291542 -4.927695 6.274075  -0.4943
O -0.827907 -3.101349 7.509026  -0.3538
F 0.845672 -1.186909 5.194022  -0.2754
H 0.934817 -2.018583 7.537502  0.2650
H -0.543586 -1.061371 7.799693  0.2784
H -1.137317 -1.225996 5.413470  0.3038

Cartesian forces (eV/Å) of the 2 atoms listed first:
C -0.3 0.2 -0.1
C 0.1 -0.4 0.2